(1)
Computed, not measured: a molecular structure, C32H37InN2O2P, with ωB97M-V with the def2-TZVPD basis set.

Geometry as XYZ:
```
75
Properties=species:S:1:pos:R:3:forces:R:3
In -0.2188 0.0628 -0.3559 -0.4 0.1 0.3
C -5.2369 -0.6524 0.3905 0.0 0.0 0.0
C -3.9955 0.1489 -0.0056 0.0 0.1 0.0
C -3.7275 -0.0084 -1.5055 0.0 0.0 0.0
P -2.4442 -0.2568 0.8991 0.1 0.0 0.0
C -2.3470 0.5883 2.5289 0.0 0.0 0.0
C -1.1456 0.0256 3.2903 0.0 0.0 0.0
C -3.6276 0.5045 3.3562 0.0 0.0 0.0
C -2.2663 -2.0177 1.1124 -0.1 0.0 0.0
C -3.2580 -2.7699 1.7681 0.0 0.0 0.0
C -3.1600 -4.1331 1.9356 0.0 0.0 0.0
C -4.2153 -4.9269 2.6529 0.0 0.0 0.0
C -2.0206 -4.7544 1.4092 0.0 0.0 0.0
C -1.0254 -4.0497 0.7743 0.0 0.0 0.0
C -1.1026 -2.6518 0.6232 0.1 0.0 0.0
N -0.0591 -1.9419 0.0581 0.1 -0.2 -0.3
C 0.9810 -2.6729 -0.6089 0.0 0.0 0.1
C 0.7589 -3.2548 -1.8553 0.0 0.0 0.0
C -0.5749 -3.1921 -2.5498 0.0 0.0 0.0
C 1.8103 -3.9333 -2.4681 0.0 0.0 0.0
C 3.0593 -4.0369 -1.8769 0.0 0.0 0.0
C 4.1876 -4.7621 -2.5551 0.0 0.0 0.0
C 3.2509 -3.4372 -0.6343 0.0 0.0 0.0
C 2.2318 -2.7562 0.0103 0.0 0.0 0.0
C 2.4669 -2.1035 1.3431 0.0 0.0 0.0
H -6.0918 -0.2492 -0.1541 0.0 0.0 0.0
H -5.4633 -0.5956 1.4536 0.0 0.0 0.0
H -5.1290 -1.7004 0.1126 0.0 0.0 0.0
H -4.1824 1.2038 0.2218 0.0 0.0 0.0
H -3.4395 -1.0369 -1.7377 0.0 0.0 0.0
H -2.9420 0.6637 -1.8636 0.0 0.0 0.0
H -4.6310 0.2166 -2.0726 0.0 0.0 0.0
H -2.1538 1.6378 2.2889 0.0 0.0 0.0
H -1.3174 -1.0114 3.5804 0.0 0.0 0.0
H -0.9777 0.6140 4.1923 0.0 0.0 0.0
H -0.2198 0.0502 2.7053 0.0 0.0 0.0
H -3.8586 -0.5262 3.6290 0.0 0.0 0.0
H -4.4855 0.9305 2.8361 0.0 0.0 0.0
H -3.4931 1.0657 4.2821 0.0 0.0 0.0
H -4.1283 -2.2646 2.1676 0.0 0.0 0.0
H -5.0408 -4.2905 2.9705 0.0 0.0 0.0
H -3.8071 -5.4123 3.5406 0.0 0.0 0.0
H -4.6238 -5.7100 2.0126 0.0 0.0 0.0
H -1.9101 -5.8281 1.5131 0.0 0.0 0.0
H -0.1549 -4.5673 0.3962 0.0 0.0 0.0
H -1.2062 -2.3873 -2.1669 0.0 0.0 0.0
H -1.1373 -4.1186 -2.4122 0.0 0.0 0.0
H -0.4425 -3.0435 -3.6213 0.0 0.0 0.0
H 1.6426 -4.3866 -3.4391 0.0 0.0 0.0
H 3.8627 -5.2103 -3.4928 0.0 0.0 0.0
H 4.5800 -5.5564 -1.9187 0.0 0.0 0.0
H 5.0116 -4.0814 -2.7739 0.0 0.0 0.0
H 4.2240 -3.4987 -0.1591 0.0 0.0 0.0
H 3.4584 -2.3478 1.7199 0.0 0.0 0.0
H 1.7275 -2.4205 2.0809 0.0 0.0 0.0
H 2.4070 -1.0129 1.2649 0.0 0.0 0.0
O 3.2983 1.7183 -1.5705 0.0 0.0 0.1
C 2.1947 1.4784 -1.1601 -0.1 0.0 -0.1
O 1.5948 0.3194 -1.2195 0.1 0.1 -0.1
C 1.3764 2.6070 -0.5390 0.0 0.0 0.0
C 2.0052 3.8340 -0.2711 0.0 0.0 0.0
C 1.2620 4.8388 0.2734 0.0 0.0 0.0
C -0.1267 4.6573 0.4715 0.0 0.0 0.0
C -0.9700 5.6899 0.9463 0.0 0.0 0.0
C -2.3189 5.4990 1.0330 0.0 0.0 0.0
C -2.8855 4.2722 0.6251 0.0 0.0 0.0
C -2.0914 3.2518 0.1841 0.0 0.0 0.0
C -0.6929 3.4123 0.1293 0.0 0.0 0.0
N 0.0973 2.3799 -0.3075 0.2 0.0 -0.1
H 3.0567 3.9279 -0.4970 0.0 0.0 0.0
H 1.7133 5.7896 0.5286 0.0 0.0 0.0
H -0.5266 6.6391 1.2184 0.0 0.0 0.0
H -2.9606 6.2939 1.3866 0.0 0.0 0.0
H -3.9609 4.1500 0.6464 0.0 0.0 0.0
H -2.5184 2.3291 -0.1816 0.0 0.0 0.0
```
Forces are in eV/Å.

Its HOMO energy is -10.2789 eV. The net charge is +1. The spin multiplicity is 1. Its frontier orbital gap is 6.5735 eV.



(2)
Computed, not measured: 2 unconnected molecules or ions with the total composition C32H37N3O2 in a non-equilibrium geometry, with ωB97M-V with the def2-TZVPD basis set.

Geometry as XYZ:
```
74
Properties=species:S:1:pos:R:3:forces:R:3
C 1.6538 -1.5849 2.5830 0.1 0.0 0.0
C 0.6085 -0.4702 2.5295 -0.3 0.2 -0.5
C 0.3656 0.0116 3.9611 0.0 0.0 -0.1
C 1.0791 0.6970 1.6399 0.0 -0.1 0.2
C -0.0296 1.7255 1.3055 0.2 -0.1 0.2
O 0.2900 2.9186 1.1834 -0.2 -0.8 -0.1
N -1.3138 1.2991 1.1496 -0.4 0.3 0.3
C -1.7393 0.0739 1.5605 0.5 0.0 0.3
O -2.9419 -0.2112 1.6898 0.7 0.1 -0.4
C -0.6756 -1.0058 1.8678 -0.1 0.1 0.0
H 1.9024 -1.9616 1.5831 -0.1 0.1 0.1
H 2.5783 -1.2259 3.0545 -0.1 -0.1 -0.1
H 1.2777 -2.4270 3.1795 0.1 0.1 -0.1
H -0.3114 0.8723 3.9959 0.0 -0.1 0.0
H -0.0573 -0.8090 4.5566 0.1 0.2 0.0
H 1.3293 0.3096 4.4000 -0.3 0.0 0.0
H 1.9195 1.2189 2.1176 -0.2 0.0 -0.2
H 1.4281 0.2675 0.6895 0.0 0.2 0.1
H -0.3883 -1.4501 0.8945 -0.2 0.0 0.3
H -1.1312 -1.7827 2.4903 0.0 0.0 -0.2
C -2.0467 5.4348 -7.9992 0.1 -0.1 -0.1
N -1.8054 6.1602 -6.7629 0.0 0.0 0.1
C -1.0512 7.3857 -6.9451 0.0 0.2 -0.1
C -2.1786 5.6937 -5.5315 0.0 -0.1 -0.1
C -2.0517 6.5036 -4.3627 0.0 -0.3 0.0
C -2.3581 5.9936 -3.1111 0.0 -0.3 -0.5
C -2.8585 4.6732 -2.9674 0.0 0.1 0.1
C -3.1131 4.0708 -1.6672 -0.4 -0.8 0.2
C -2.4247 4.4961 -0.5073 0.2 0.3 0.0
C -2.7945 4.1680 0.7818 0.1 -0.2 -0.8
C -2.3639 4.8635 1.9581 0.6 0.6 1.1
C -2.8159 4.4237 3.2279 0.0 0.1 -0.7
C -2.5081 5.1294 4.3815 0.3 0.2 0.1
C -1.6893 6.2677 4.3055 -0.2 -0.4 -0.2
C -1.2164 6.7098 3.0641 0.0 0.0 -0.1
C -1.5498 6.0247 1.9014 -0.3 -0.4 0.1
C -4.0824 2.9751 -1.5722 -0.1 0.1 -0.6
C -3.7722 1.8091 -0.8475 -0.2 0.0 0.1
C -4.6415 0.7358 -0.8220 -0.1 0.1 -0.1
C -5.9190 0.8170 -1.4343 0.3 0.2 0.0
N -6.7482 -0.2708 -1.4290 0.0 0.0 0.0
C -8.1828 -0.1568 -1.6009 0.0 0.0 -0.1
C -6.2482 -1.5669 -1.0061 0.0 0.0 0.3
C -6.2754 2.0310 -2.0909 0.2 -0.2 0.0
C -5.3321 3.0310 -2.2471 0.1 0.1 0.3
C -3.0622 3.9081 -4.1432 0.1 0.2 -0.1
C -2.7156 4.3835 -5.3915 0.1 0.4 0.2
H -2.9815 4.8660 -7.9504 0.2 0.2 -0.1
H -2.1078 6.1721 -8.8184 -0.1 -0.4 0.3
H -1.2187 4.7423 -8.2410 -0.3 0.2 0.1
H -0.4826 7.6303 -6.0441 0.0 0.0 -0.3
H -0.3555 7.2460 -7.7892 -0.1 0.1 0.4
H -1.7053 8.2387 -7.2006 0.2 -0.2 0.2
H -1.7208 7.5365 -4.4729 -0.1 -0.3 0.2
H -2.2529 6.6358 -2.2361 0.0 -0.2 -0.2
H -1.5738 5.1661 -0.6604 -0.4 -0.1 0.1
H -3.5146 3.3670 0.9353 0.0 0.3 0.0
H -3.4185 3.5151 3.2626 0.1 0.2 0.1
H -2.9011 4.7948 5.3458 0.2 0.1 -0.4
H -1.4169 6.8004 5.2152 -0.1 -0.1 -0.2
H -0.5810 7.5989 3.0010 -0.2 -0.4 0.1
H -1.1909 6.3705 0.9317 -0.1 0.0 0.4
H -2.8312 1.7445 -0.2906 -0.2 -0.1 -0.2
H -4.3372 -0.1614 -0.2821 -0.1 0.5 0.0
H -8.4905 0.8840 -1.4712 -0.1 -0.3 0.1
H -8.5200 -0.4988 -2.5920 0.1 0.1 0.1
H -8.6890 -0.7812 -0.8505 0.1 0.2 -0.1
H -5.1849 -1.6523 -1.2473 -0.3 -0.1 0.0
H -6.3782 -1.7104 0.0809 0.1 0.0 -0.3
H -6.7857 -2.3676 -1.5299 0.0 0.3 0.1
H -7.2775 2.1469 -2.5091 0.5 0.0 -0.1
H -5.5676 3.8971 -2.8748 0.0 -0.2 0.4
H -3.4729 2.9014 -4.0726 0.2 0.2 0.1
H -2.8345 3.7463 -6.2660 0.1 0.1 0.3
```
Forces are in eV/Å.

Its HOMO energy is -7.3337 eV. The spin multiplicity is 1. Its frontier orbital gap is 5.6637 eV.



Number 1: E_LUMO -0.136 hartree. Number 2: E_LUMO -0.061 hartree.